Below is C3H3N3O4 in the gas phase, with properties calculated with ωB97M-V/def2-TZVPD.

The largest force on an atom comes out at 3.7 eV/A. The value obtained for the total energy is -15814.6420 eV. The calculation puts the frontier orbital gap at 9.3 eV. For the energy relative to the best compared isomer or geometry (same formula, charge and spin), the calculation gives 288.7 kJ/mol. The HOMO energy is -0.3664 hartree.

The geometry in ORCA input format:
```
! RIJCOSX wB97M-V def2-TZVPD def2/J DEFGRID3
* xyz 0 1
C -0.62 -0.58 0.96
C 0.29 0.37 0.33
C 1.12 1.39 -1.61
N -0.44 -1.12 3.32
N -0.39 -0.89 2.21
N -1.49 -1.59 0.17
O -2.25 -1.12 -0.61
O 1.16 0.89 1.01
O -1.28 -2.73 0.44
O 0.06 0.62 -0.94
H 0.61 2.34 -1.76
H 1.25 0.97 -2.60
H 1.98 1.45 -0.91
*
```

Just the Mulliken charges please, in e? Sure, here they are: number 1, C, carries -0.073; number 2, C, carries 0.884; number 3, C, carries -0.656; number 4, N, carries -0.537; number 5, N, carries 0.622; number 6, N, carries 0.942; number 7, O, carries -0.512; number 8, O, carries -0.634; number 9, O, carries -0.564; number 10, O, carries -0.310; number 11, H, carries 0.255; number 12, H, carries 0.224; number 13, H, carries 0.358